Record 1
{"formula": "C26H45Br12ClFN2O7", "method": "ωB97M-V/def2-TZVPD", "species": ["C", "O", "C", "C", "C", "C", "C", "C", "C", "C", "C", "C", "O", "C", "N", "N", "O", "C", "C", "C", "O", "C", "C", "C", "O", "C", "O", "C", "C", "O", "Cl", "C", "F", "H", "H", "H", "H", "H", "H", "H", "H", "H", "H", "H", "H", "H", "H", "H", "H", "H", "H", "H", "H", "H", "H", "H", "H", "H", "H", "H", "H", "H", "H", "H", "H", "H", "H", "H", "H", "H", "H", "H", "H", "H", "C", "Br", "Br", "Br", "H", "C", "Br", "Br", "Br", "H", "C", "Br", "Br", "Br", "H", "C", "Br", "Br", "Br", "H"], "positions_angstrom": [[-3.54270, -6.00784, 1.27129], [-2.06152, -6.02592, 1.38701], [-1.66436, -5.23165, 2.58999], [-1.93129, -3.65618, 2.22619], [-3.20033, -2.96866, 3.01731], [-2.96411, -1.31646, 2.89918], [-3.35944, -0.92078, 1.36159], [-2.95858, 0.59753, 0.89583], [-1.77693, 1.31050, 1.80081], [-0.96105, 2.35448, 0.78014], [0.00866, 3.25831, 1.78492], [-0.99629, 4.43419, 2.42132], [-0.89542, 4.49438, 3.89337], [-0.64036, 5.84317, 1.65417], [-1.24705, 7.08085, 2.27757], [-0.20142, 1.65118, -0.31906], [0.35634, 2.59650, -1.09362], [1.84753, 2.52984, -1.03550], [2.44619, 3.89687, -1.76219], [3.33438, 3.53859, -3.10545], [3.38108, 4.57901, -0.82460], [-1.05320, 0.63535, -1.11054], [-0.54010, -0.84718, -0.51920], [0.91187, -1.31878, -1.10812], [1.64715, -2.03763, -0.02065], [2.33504, -1.05356, 0.84663], [1.86020, -0.63322, 2.04674], [-0.67831, 0.58538, -2.69944], [-1.48318, 1.60000, -3.68406], [-2.09093, 1.04597, -4.77060], [-1.69960, 3.43237, -3.48914], [-2.64706, 0.69733, -0.74613], [-3.37294, 1.89963, -1.20574], [-3.85197, -6.97039, 0.63976], [-3.82045, -5.03316, 0.67827], [-3.95457, -6.03365, 2.37562], [-2.17404, -5.59995, 3.57726], [-0.47939, -5.36023, 2.65685], [-2.01768, -3.59090, 1.03969], [-0.96175, -3.04137, 2.52382], [-4.18361, -3.18754, 2.38279], [-3.31029, -3.32881, 4.13446], [-1.84455, -1.14782, 3.19308], [-3.68426, -0.83092, 3.71391], [-4.55018, -0.98211, 1.29744], [-2.97731, -1.69330, 0.54237], [-3.93458, 1.26084, 1.08105], [-0.95888, 0.57533, 2.19957], [-2.20326, 1.88105, 2.75878], [-1.74044, 3.13730, 0.32905], [0.50194, 2.63661, 2.64474], [0.84292, 3.85886, 1.20155], [-2.14175, 4.21147, 2.18411], [-0.28538, 5.23023, 4.19776], [0.51074, 6.03366, 1.55427], [-1.08809, 5.75514, 0.55703], [-0.60682, 7.40406, 3.05618], [-1.14258, 7.84071, 1.54007], [0.60714, 1.14673, 0.15534], [2.29390, 1.62484, -1.62827], [2.26144, 2.56262, 0.07646], [1.53728, 4.61312, -1.98325], [4.47604, 3.80237, -2.89543], [3.30087, 2.40999, -3.42060], [2.99380, 4.16587, -4.03758], [2.98694, 4.62860, 0.10106], [-1.34776, -1.61838, -0.93179], [-0.53406, -0.89602, 0.64799], [0.71962, -2.14315, -1.94317], [1.60840, -0.45333, -1.48111], [3.37699, -0.57726, 0.53116], [-0.90677, -0.52692, -3.06738], [0.48303, 0.74544, -2.92619], [-3.16120, -0.27765, -1.19933], [-1.30218, -9.25935, 0.53467], [-1.93996, -10.14426, 2.14543], [0.61911, -8.95934, 0.58599], [-1.84399, -10.20767, -1.07507], [-1.77885, -8.27412, 0.50106], [5.75361, 0.95381, -5.31923], [4.20295, 0.33697, -4.31957], [5.29669, 2.38756, -6.55195], [7.22198, 1.45024, -4.14383], [6.10009, 0.10982, -5.92474], [6.52135, 4.65646, 0.50576], [7.89425, 6.03470, 0.50648], [6.83539, 3.32264, -0.87492], [6.30911, 3.84525, 2.26104], [5.57372, 5.14928, 0.26460], [-0.41445, -6.02937, -2.62999], [-1.96512, -6.64622, -1.63033], [-0.87137, -4.59562, -3.86271], [1.05392, -5.53294, -1.45459], [-0.06798, -6.87337, -3.23551]], "mulliken_charge": [-0.675, -0.074, -0.681, 0.151, -0.564, -0.315, -0.761, 0.205, -0.589, -0.961, 0.530, 0.086, -0.528, -0.606, -0.629, 0.923, -0.140, -0.024, 0.521, -0.461, -0.506, 0.639, -1.033, -0.126, -0.278, 0.095, -0.458, -0.092, 0.160, -0.520, -0.107, -0.421, -0.418, 0.273, 0.158, 0.309, 0.297, 0.249, -0.048, 0.138, 0.204, 0.353, 0.161, 0.295, 0.318, 0.094, 0.566, -0.049, 0.532, 0.187, 0.312, -0.496, 0.226, 0.349, 0.270, 0.237, 0.299, 0.287, 0.432, -0.241, 0.322, 0.173, 0.248, -0.339, 0.291, 0.329, 0.556, -0.167, 0.157, 0.060, 0.357, 0.372, 0.161, 0.572, 0.854, -0.061, -0.045, -0.034, -0.843, -0.427, 0.034, 0.006, 0.011, 0.371, -0.060, -0.008, 0.015, -0.031, 0.074, -0.319, 0.058, -0.072, -0.043, 0.370], "total_charge": 1}

Record 2
{"formula": "C2H4ClFN2", "method": "ωB97M-V/def2-TZVPD", "species": ["C", "C", "H", "H", "H", "H", "N", "N", "F", "Cl"], "positions_angstrom": [[0.48965, 0.37350, -0.01944], [-0.88362, -0.21715, -0.40829], [1.99798, -0.33811, 1.05633], [0.70364, -1.46240, 0.51019], [-0.10908, 2.05634, -0.49518], [-1.50246, 0.46915, -0.96452], [1.22575, -0.64049, 0.51964], [0.71563, 1.60864, -0.09983], [-0.65094, -1.36314, -1.13031], [-1.98654, -0.48632, 1.03141]], "mulliken_charge": [0.643, -0.093, 0.251, 0.194, 0.232, 0.318, -0.416, -0.743, -0.241, -0.145], "smiles": "[H]/N=C(/N)[C@@H](F)Cl"}

Record 3
{"formula": "C6H10Br2F6FeO2Si2", "method": "ωB97M-V/def2-TZVPD", "species": ["F", "C", "F", "F", "O", "C", "Si", "O", "Si", "C", "C", "C", "F", "Br", "C", "F", "F", "Br", "H", "H", "H", "H", "H", "H", "H", "H", "H", "H", "Fe"], "positions_angstrom": [[-5.29556, 2.75526, 1.07880], [-4.22185, 2.80506, 0.34988], [-3.87889, 1.53919, -0.03613], [-4.45543, 3.47830, -0.79123], [-3.22546, 3.37628, 1.07837], [-1.97127, 3.49642, 0.39464], [-0.83441, 2.22447, 1.21132], [0.16664, 1.46547, 0.00898], [-0.19584, -0.19966, -0.17365], [1.02947, -1.03235, -1.35237], [2.25723, -1.72764, -0.74247], [1.99172, -3.09714, -0.17055], [1.03752, -3.08970, 0.78346], [1.34445, -4.33697, -1.59077], [3.27152, -3.79970, 0.42475], [3.04558, -4.23810, 1.63381], [4.31698, -2.99451, 0.41566], [3.71551, -5.39759, -0.68840], [-1.62809, 4.51917, 0.54628], [-2.08135, 3.31000, -0.67355], [-1.66194, 1.16632, 1.80541], [0.05102, 2.79682, 2.24015], [-0.09685, -0.81433, 1.15536], [-1.55328, -0.31396, -0.71936], [0.44861, -1.71682, -1.97377], [1.40220, -0.26276, -2.03150], [3.02050, -1.86048, -1.51200], [2.71732, -1.11383, 0.03446], [1.28393, 3.06277, -0.70556]], "mulliken_charge": [-0.208, 0.854, -0.233, -0.238, -0.362, -0.638, 0.181, 0.236, 0.053, -0.866, -0.593, 0.156, -0.299, 0.206, 0.843, -0.151, -0.161, 0.164, 0.414, 0.442, -0.056, -0.051, -0.064, -0.059, 0.435, 0.393, 0.415, 0.385, 0.800], "multiplicity": 5, "total_charge": 2, "s2": 6.14}

no.,electronic energy (eV)
1,-900731.700
2,-20358.541
3,-216992.314